A cluster of 3 separate species, C5H11IN3O in total at a distorted geometry. Source: OMol25; level of theory: ωB97M-V with the def2-TZVPD basis set.

Summary:
* LUMO energy: -0.211 Eh
* energy above the lowest of the compared OMol25 structures with the same formula, charge and spin: 3.5939 eV
* DFT total energy: -733.927800 Ha
* strongest force on any atom: 3.619 eV Å⁻¹
* total charge: +1

Each line ends with the Mulliken charge.
Atoms and positions in Å:
C: 3.352 0.267 0.144  0.28
C: 1.076 0.194 0.179  -0.37
C: -2.655 0.220 0.363  -0.79
C: -1.629 1.595 -1.535  -1.07
C: -1.810 0.395 -0.793  0.50
N: 2.166 0.759 -0.367  0.02
N: 2.971 -0.645 1.160  -0.38
N: 1.559 -0.627 1.057  0.17
O: 4.430 0.535 -0.197  -0.47
I: -0.952 -3.338 0.361  -0.06
H: -1.228 -0.520 -1.014  0.22
H: -3.161 -0.739 0.150  0.33
H: -3.404 1.036 0.572  0.37
H: -1.870 -0.159 1.131  0.28
H: -1.832 1.269 -2.528  0.40
H: -2.395 2.327 -1.273  0.32
H: -0.656 1.882 -1.618  0.30
H: 2.061 1.669 -0.849  0.27
H: 3.506 -0.478 2.047  0.30
H: 0.945 -1.235 1.634  0.26
H: -0.474 -4.409 1.376  0.14